{
  "formula": "C2H5N3O",
  "method": "ωB97M-V/def2-TZVPD",
  "symbols": ["H", "N", "C", "C", "N", "N", "O", "H", "H", "H", "H"],
  "coordinates": [[2.683, 0.041, -0.103], [2.005, 0.701, 0.279], [0.842, 0.532, -0.175], [0.241, -1.187, -0.492], [-0.210, 1.340, -0.153], [-1.174, 0.669, 0.377], [-2.153, 1.535, 0.822], [1.139, -1.734, -0.208], [-0.583, -1.661, 0.035], [0.055, -1.192, -1.565], [-2.844, 0.958, 1.183]],
  "nbo_charge": [0.36, -0.64, 0.45, -0.70, -0.26, 0.16, -0.50, 0.20, 0.23, 0.21, 0.48],
  "charge": 0,
  "spin_multiplicity": 1,
  "relative_energy_kj_mol": 531.53,
  "smiles": "[H]/N=C(C)/N=N/O",
  "e_tot_ev": -8668.1336,
  "gap_ev": [8.8, 8.8]
}